Formula: C6H7NO
Source: the Open Molecules 2025 dataset
Level of theory: ωB97M-V with the def2-TZVPD basis set

The value obtained for the frontier orbital gap is 10.13 eV. For the HOMO energy, the calculation gives -9.362 eV. The LUMO energy comes out at 0.02837 Ha. The value obtained for the energy relative to the best compared isomer or geometry (same formula, charge and spin) is 158.1 kcal per mole. Its max |F| is 14.71 eV/Å.

Structure (XYZ):
```
15
Properties=species:S:1:pos:R:3:forces:R:3
C -2.0251 -1.8912 0.2607 -7.1 12.5 1.6
C -0.4132 -0.0394 -0.2507 -2.1 -2.6 1.5
C 0.6782 -0.8343 0.0955 1.4 2.5 0.0
C 1.8992 -0.1303 0.2977 -10.9 -1.4 -1.7
C 1.8574 1.1558 0.1609 6.1 3.4 1.6
C 0.7504 1.7796 -0.0139 -4.8 9.1 -3.7
H -1.5584 -1.8304 1.1659 -0.2 0.2 3.6
H -1.8568 -2.7047 -0.0007 4.0 -12.7 -6.2
H -3.4317 -2.0666 -0.0489 4.0 1.1 2.0
H 0.5852 -1.8462 0.2791 -0.2 -2.0 0.0
H 2.7499 -0.4115 0.3951 9.8 -5.0 1.7
H 2.8233 1.6828 0.3532 -1.0 -0.1 -0.4
H 0.6167 3.2071 -0.4009 1.1 -4.2 1.8
N -0.4070 1.2838 -0.3010 -1.3 -1.8 -0.1
O -1.6952 -0.6573 -0.3672 1.2 0.8 -1.5
```
Positions in Å, forces in eV/Å.

---

Formula: C6H7NO2
Source: the Open Molecules 2025 dataset
Level of theory: ωB97M-V with the def2-TZVPD basis set

The value obtained for the frontier orbital gap is 10.26 eV. For the HOMO energy, the calculation gives -10.219 eV. The LUMO energy comes out at 0.00134 Ha. The value obtained for the energy relative to the best compared isomer or geometry (same formula, charge and spin) is 91.8 kcal per mole. Its max |F| is 5.33 eV/Å.

Structure (XYZ):
```
16
Properties=species:S:1:pos:R:3:forces:R:3
H -2.6863 -1.6590 -0.5148 0.0 -0.2 -0.2
N -3.2472 -0.8180 -0.4233 1.5 -1.4 1.7
C -2.6449 0.1252 0.2503 -1.3 -0.1 -5.2
O -3.4540 1.1657 0.2061 -2.7 -0.2 -1.0
C -1.1915 0.4996 0.0945 0.6 -0.1 1.8
C -0.2350 -0.6923 0.0381 0.0 -0.3 0.1
C 1.1651 -0.2884 0.0839 1.3 0.4 -0.1
C 2.3313 0.0487 0.1063 -1.4 -0.3 0.1
C 3.7003 0.5065 0.1148 0.7 -0.3 -0.4
O 4.6560 -0.2404 0.0838 -0.6 0.5 0.1
H -4.2119 0.5418 -0.4936 2.1 2.3 2.9
H -0.9500 1.1630 0.9371 0.3 -0.1 -0.2
H -1.0848 1.1045 -0.8172 -0.4 -0.2 0.3
H -0.3889 -1.2702 -0.8868 0.0 0.1 0.2
H -0.4141 -1.3817 0.8782 0.0 0.2 -0.2
H 3.8306 1.6079 0.0862 0.0 -0.2 0.1
```
Positions in Å, forces in eV/Å.

---

Formula: C6H7NO2
Source: the Open Molecules 2025 dataset
Level of theory: ωB97M-V with the def2-TZVPD basis set

The value obtained for the frontier orbital gap is 9.59 eV. For the HOMO energy, the calculation gives -9.470 eV. The LUMO energy comes out at 0.00449 Ha. The value obtained for the energy relative to the best compared isomer or geometry (same formula, charge and spin) is 75.8 kcal per mole. Its max |F| is 3.96 eV/Å.

Structure (XYZ):
```
16
Properties=species:S:1:pos:R:3:forces:R:3
O 4.4605 0.1446 -0.5459 -1.7 0.2 -0.6
C 3.3914 -0.2483 -0.2499 3.8 0.8 0.5
C 2.4543 -0.8826 0.3449 -2.9 -2.2 -1.4
C 1.6492 -2.0411 -0.3633 -0.7 -0.4 0.7
N 1.9727 -2.5337 -1.6905 0.2 0.9 0.9
C 2.5922 -2.4495 -2.7061 0.0 -0.5 0.6
O 3.1606 -2.5743 -3.7135 0.2 0.3 -0.7
H 2.1901 -0.8099 1.3801 0.2 0.6 0.2
H 1.9477 -2.9120 0.3653 -1.6 1.3 -1.4
H 0.5059 -1.7489 -0.4897 2.3 -0.9 1.1
C -1.4669 2.0474 0.1201 2.9 -0.7 0.0
C -1.3290 0.8269 -0.3207 -0.4 -2.1 -1.1
H -2.3511 2.5526 -0.0245 -1.8 1.2 0.4
H -0.5302 2.4658 0.4460 -0.2 1.0 0.3
H -0.3773 0.2627 -0.4653 -0.8 0.7 0.6
H -2.2330 0.3217 -0.6681 0.3 -0.2 -0.2
```
Positions in Å, forces in eV/Å.

---

Formula: C6H7NO2
Source: the Open Molecules 2025 dataset
Level of theory: ωB97M-V with the def2-TZVPD basis set

The value obtained for the frontier orbital gap (spin up / spin down) is 7.89 / 7.89 eV. For the HOMO energy (spin up / spin down), the calculation gives -8.320 / -8.319 eV. The LUMO energy (spin up / spin down) comes out at -0.01571 / -0.01572 Ha. The value obtained for the energy relative to the best compared isomer or geometry (same formula, charge and spin) is 108.2 kcal per mole. Its max |F| is 5.13 eV/Å.

Structure (XYZ):
```
16
Properties=species:S:1:pos:R:3:forces:R:3
C 0.9345 0.8535 -1.1518 1.5 0.1 3.5
C 1.5037 1.2269 0.0299 -0.8 2.0 -0.1
C 0.0735 -0.2289 -1.3038 -1.1 1.3 4.0
C -1.4210 -1.3180 0.5309 2.1 -0.8 3.3
C 0.9881 0.6267 1.2600 -0.9 -2.0 2.7
C -1.2409 0.0655 0.3870 0.3 1.9 -3.0
N -0.1205 -1.1687 -1.9671 -0.8 -4.0 -3.1
O -1.8890 -2.1314 -0.2248 -1.2 -0.5 -1.5
O -0.5298 0.8402 1.3011 0.2 -0.8 -0.7
H 0.9733 1.3878 -1.9970 0.7 2.4 -3.0
H 1.9872 2.2584 0.3023 -0.6 -2.1 -1.6
H -0.8901 -1.7176 1.4791 -0.5 0.4 -0.8
H 1.1250 -0.5358 1.4076 0.0 2.4 -0.4
H 1.3531 1.1785 2.2124 -0.6 -1.1 -1.7
H -1.9621 0.5532 -0.3741 1.1 -0.2 1.7
H -0.8848 -1.8903 -1.8917 0.5 1.1 0.6
```
Positions in Å, forces in eV/Å.

---

Formula: C6H7NO4
Source: the Open Molecules 2025 dataset
Level of theory: ωB97M-V with the def2-TZVPD basis set

The value obtained for the frontier orbital gap is 9.09 eV. For the HOMO energy, the calculation gives -9.534 eV. The LUMO energy comes out at -0.01627 Ha. The value obtained for the energy relative to the best compared isomer or geometry (same formula, charge and spin) is 38.8 kcal per mole. Its max |F| is 1.29 eV/Å.

Structure (XYZ):
```
18
Properties=species:S:1:pos:R:3:forces:R:3
C -1.6912 -2.2362 -0.0098 -0.1 -0.3 0.3
O -1.9064 -0.8901 -0.4527 0.0 0.2 0.2
C -1.3685 0.0924 0.2894 -0.3 -0.4 0.4
O -0.7246 -0.0338 1.2900 -0.9 0.2 0.2
C -1.7138 1.4366 -0.3607 0.0 0.6 0.2
O -1.3377 2.4732 0.1234 -0.3 -0.7 -0.4
H -1.0927 -2.2422 0.9128 -0.2 0.0 -0.4
H -1.1765 -2.7745 -0.8129 -0.1 0.1 0.2
H -2.6803 -2.6878 0.1708 0.5 0.2 -0.1
H -2.3228 1.3785 -1.2876 0.1 0.0 0.2
C 2.8724 -0.4802 0.2204 0.5 -0.1 0.2
C 1.7960 -1.1781 -0.1829 0.0 -0.5 -0.1
O 0.8392 -0.2849 -0.5732 1.0 0.0 -0.8
C 1.4107 0.9211 -0.3687 0.7 -0.2 0.1
N 2.6095 0.8815 0.0955 -0.2 -0.2 -0.1
H 3.8296 -0.8410 0.5968 -0.5 0.1 -0.2
H 1.5468 -2.2338 -0.2666 0.1 0.5 0.1
H 0.8313 1.7818 -0.6080 -0.2 0.3 0.0
```
Positions in Å, forces in eV/Å.

---

Formula: C6H7NO4V
Source: the Open Molecules 2025 dataset
Level of theory: ωB97M-V with the def2-TZVPD basis set

The value obtained for the frontier orbital gap (spin up / spin down) is 7.98 / 8.76 eV. For the HOMO energy (spin up / spin down), the calculation gives -25.527 / -25.602 eV. The LUMO energy (spin up / spin down) comes out at -0.64502 / -0.61910 Ha. Its total charge is +3. Its expectation value of S² is 2.015. Its spin multiplicity is 3. Its max |F| is 10.49 eV/Å.

Structure (XYZ):
```
19
Properties=species:S:1:pos:R:3:forces:R:3
V 0.3000 -0.1648 0.3868 0.2 2.6 0.6
C 1.2436 0.9944 1.8840 3.3 3.8 5.1
O 1.7099 1.7372 2.6434 -2.4 -3.8 -3.9
C 1.1316 -1.7253 1.2052 4.3 -8.7 4.0
O 1.6018 -2.7104 1.6430 -2.8 6.2 -2.6
C 1.6098 0.2912 -1.0358 4.6 2.0 -6.0
O 2.1172 0.6645 -1.9979 -1.9 -1.6 4.0
C -1.4860 -0.1447 1.2228 -8.1 0.4 2.9
O -2.6140 -0.0167 1.4422 5.3 -0.7 -0.8
C -0.9569 -0.6096 -1.3973 -0.2 -1.9 -0.5
H -1.9701 -0.3068 -1.1123 0.2 0.0 -0.4
H -0.4592 -0.0883 -2.2221 -0.4 -0.1 0.1
C -0.4308 -1.8000 -0.9057 -0.9 0.7 -1.3
H 0.4975 -2.2264 -1.3139 -0.3 0.0 0.0
H -1.0106 -2.4316 -0.2170 0.1 0.0 -0.2
N -0.2343 1.8744 0.0174 -0.5 0.6 -0.7
H 0.0999 2.0651 -0.9598 -1.2 0.5 0.9
H -1.2738 1.9319 0.1330 0.9 0.6 -0.9
H 0.1242 2.6661 0.5840 -0.1 -0.4 -0.3
```
Positions in Å, forces in eV/Å.

---

Formula: C6H7NO6S
Source: the Open Molecules 2025 dataset
Level of theory: ωB97M-V with the def2-TZVPD basis set

The value obtained for the frontier orbital gap is 7.23 eV. For the HOMO energy, the calculation gives -1.199 eV. The LUMO energy comes out at 0.22177 Ha. Its total charge is -2. The value obtained for the energy relative to the best compared isomer or geometry (same formula, charge and spin) is 44.1 kcal per mole. Its max |F| is 4.41 eV/Å.

Structure (XYZ):
```
21
Properties=species:S:1:pos:R:3:forces:R:3
C -1.5502 -2.2890 -0.0407 0.8 3.6 -2.4
C -1.3792 -1.0496 -0.6573 -0.3 -1.8 2.5
C -1.4653 0.3283 0.0394 -1.0 -0.8 0.9
C 1.7460 2.4289 0.1839 -1.6 1.1 0.2
C 1.4773 -0.1204 1.2958 1.6 -1.9 -2.0
C 1.9671 1.0446 0.4900 3.9 -0.7 0.5
N -0.4195 1.0946 -0.0380 -2.0 0.6 -0.3
O 1.2884 3.3301 -0.4497 0.7 -0.4 0.5
O 3.1117 -0.6222 -1.2893 -0.6 -0.1 0.3
O -2.4875 0.5580 0.7553 0.1 -0.3 -0.3
O 2.5112 2.2425 1.2597 -0.1 0.8 -0.1
O 4.5537 0.3743 0.4246 -1.5 0.3 -0.8
O 3.6500 1.7274 -1.4308 -0.1 0.3 0.3
S 3.4336 0.5943 -0.5429 2.5 -1.1 0.2
H -1.3194 -3.1797 -0.5775 0.1 -0.6 -0.4
H -1.7705 -2.3619 0.9838 -0.6 0.0 1.1
H -0.9659 -0.9557 -1.6297 0.2 -0.4 -1.1
H 0.4609 0.0501 1.4597 -1.4 -0.3 0.8
H 2.0652 -0.4541 2.1793 0.0 1.0 -0.6
H 1.6518 -0.9659 0.5020 -0.8 1.1 1.6
H 0.2750 0.7104 -0.6369 0.2 -0.5 -1.0
```
Positions in Å, forces in eV/Å.

---

Formula: C6H7NO6S2
Source: the Open Molecules 2025 dataset
Level of theory: ωB97M-V with the def2-TZVPD basis set

The value obtained for the frontier orbital gap is 7.73 eV. For the HOMO energy, the calculation gives -1.755 eV. The LUMO energy comes out at 0.21943 Ha. Its total charge is -2. Its max |F| is 4.89 eV/Å.

Structure (XYZ):
```
22
Properties=species:S:1:pos:R:3:forces:R:3
H 1.1284 0.0728 2.8562 0.5 -0.5 -0.8
N 1.5519 -0.0862 1.9018 -1.2 0.9 2.6
C 0.6005 -0.1087 1.0470 2.6 -0.4 -1.2
C 1.2528 -0.2380 -0.3297 -2.3 2.8 0.5
C 0.3686 0.2608 -1.4143 -0.4 0.8 -1.8
C -0.9577 0.2141 -1.3807 -0.2 0.3 0.4
C -1.6576 -0.1515 -0.1451 -0.4 0.6 1.3
S -2.9968 1.0608 0.1236 -1.8 -0.3 4.1
O -3.7253 1.1982 -1.0741 -1.1 0.1 -3.2
O -3.8384 0.5881 1.2467 1.0 -0.3 -0.8
O -2.3224 2.2629 0.5346 1.5 1.6 -0.1
S -2.3806 -1.7821 -0.2125 -1.0 -3.9 2.8
O -2.2390 -2.3303 1.1775 -0.4 0.6 -0.5
O -3.7747 -1.8170 -0.5812 -0.1 0.8 -1.0
O -1.4931 -2.5668 -1.0351 1.0 0.0 -1.8
C -0.8265 -0.1410 1.1606 -2.5 1.0 1.4
H 1.3277 -1.2342 -0.4079 0.6 -4.0 -0.7
H 2.2226 0.1744 -0.2133 0.8 0.6 -0.4
H 0.7440 0.6754 -2.3607 0.5 -0.3 0.4
H -1.6847 0.5327 -2.1365 0.8 0.0 -0.2
H -1.3205 -1.0082 1.7013 1.3 0.3 -0.1
H -1.2252 0.7121 1.7848 0.8 -0.5 -0.7
```
Positions in Å, forces in eV/Å.

---

Formula: C6H7NS
Source: the Open Molecules 2025 dataset
Level of theory: ωB97M-V with the def2-TZVPD basis set

The value obtained for the frontier orbital gap is 7.78 eV. For the HOMO energy, the calculation gives -7.871 eV. The LUMO energy comes out at -0.00327 Ha. The value obtained for the energy relative to the best compared isomer or geometry (same formula, charge and spin) is 95.3 kcal per mole. Its max |F| is 5.93 eV/Å.

Structure (XYZ):
```
15
Properties=species:S:1:pos:R:3:forces:R:3
C 1.3947 2.5730 0.0036 0.1 -3.4 1.0
C 1.0815 1.3649 0.2584 1.3 5.1 -1.7
C 0.7531 -0.0396 0.2421 -0.1 -1.0 -1.0
C 1.8582 -1.0214 0.0793 -0.4 -0.9 -0.9
S 3.4383 -0.6292 -0.0028 -0.2 -0.1 0.3
C -0.5594 -0.4648 0.0132 -1.2 3.4 1.8
C -1.8254 0.5402 -0.0722 0.9 -0.5 2.2
N -0.9882 -1.6902 0.1572 -4.4 -3.5 -2.0
H 1.9363 3.5896 -0.1505 -1.6 -2.5 0.5
H 1.6508 -2.1543 -0.2107 -0.2 2.4 0.9
H -2.0348 1.1056 0.9708 0.9 -1.3 -2.4
H -2.8004 0.0112 -0.3026 1.4 0.5 -0.1
H -1.4882 1.2277 -0.8238 -0.6 0.8 -0.3
H -0.3910 -2.4991 0.1105 0.3 0.1 0.1
H -2.0256 -1.9134 -0.2723 3.7 0.8 1.6
```
Positions in Å, forces in eV/Å.

---

Formula: C6H7NS
Source: the Open Molecules 2025 dataset
Level of theory: ωB97M-V with the def2-TZVPD basis set

The value obtained for the frontier orbital gap is 8.79 eV. For the HOMO energy, the calculation gives -9.103 eV. The LUMO energy comes out at -0.01151 Ha. The value obtained for the energy relative to the best compared isomer or geometry (same formula, charge and spin) is 63.7 kcal per mole. Its max |F| is 4.00 eV/Å.

Structure (XYZ):
```
15
Properties=species:S:1:pos:R:3:forces:R:3
N 0.1900 2.5275 -2.3315 0.1 0.6 0.0
C -0.3546 1.7890 -1.6473 1.2 -0.1 -0.7
C -0.9799 0.6797 -0.9925 -1.7 0.6 1.4
C -0.1497 -0.1394 -0.0636 0.5 -2.3 -2.8
C 0.8250 -1.2500 -0.7599 -1.3 2.5 2.8
S 0.8076 -1.7531 -2.2454 0.1 -0.3 -1.0
C 0.2574 0.3948 1.2559 0.9 0.3 -1.3
C -0.6992 -0.8300 1.1242 -0.3 0.3 2.6
H -1.8042 1.1521 -0.3981 0.3 -0.7 -0.4
H -1.3912 0.0986 -1.7868 -0.6 -0.7 -0.5
H 1.4155 -1.6464 0.0855 0.2 -0.2 -0.7
H -0.0386 1.4580 1.3740 -0.2 -1.1 0.4
H 1.3425 0.2885 1.1867 -0.1 -0.2 1.5
H -0.2376 -1.8094 1.4114 -0.5 1.0 -0.4
H -1.7392 -0.7366 1.5793 1.4 0.2 -1.2
```
Positions in Å, forces in eV/Å.

---

Q: Look up the max |F| of the tenth one.
A: 4.00 eV/Å

---

Q: What is the max |F| in the eighth record?
A: 4.89 eV/Å

---

Q: Which of these has the highest max |F|?
A: C6H7NO

---

Q: Among the records above, which one has the highest max |F|?
A: C6H7NO